Entry 1:
{
  "formula": "C40H42F5I2N2O2S2SbSr",
  "method": "ωB97M-V/def2-TZVPD",
  "symbols": ["Sr", "I", "C", "C", "C", "I", "C", "O", "C", "C", "N", "C", "C", "C", "C", "C", "C", "N", "C", "H", "H", "H", "H", "H", "H", "H", "H", "H", "H", "H", "F", "C", "C", "F", "C", "F", "C", "S", "C", "F", "C", "F", "C", "C", "C", "Sb", "C", "C", "C", "C", "C", "C", "H", "H", "H", "H", "H", "H", "H", "H", "H", "H", "H", "H", "H", "H", "H", "H", "H", "H", "H", "H", "H", "O", "S", "C", "C", "C", "C", "C", "C", "C", "C", "C", "C", "C", "C", "H", "H", "H", "H", "H", "H", "H", "H", "H", "H"],
  "coordinates": [[0.77745, -0.75295, 0.72783], [1.14887, -7.56039, 5.07594], [0.71804, -5.95889, 3.80381], [0.30719, -6.20036, 2.50245], [0.02993, -5.12681, 1.67736], [-0.58481, -5.45802, -0.29185], [0.14064, -3.78134, 2.09477], [-0.11474, -2.79603, 1.29875], [0.56816, -3.57867, 3.43419], [0.69836, -2.17506, 3.95805], [1.65792, -1.35899, 3.19836], [3.02823, -1.84663, 3.23459], [3.90686, -1.02659, 2.32112], [5.17427, -0.61937, 2.71538], [5.95964, 0.10400, 1.83423], [5.45956, 0.40424, 0.57783], [4.18561, -0.03429, 0.26438], [3.42326, -0.73122, 1.10818], [0.84826, -4.65588, 4.25984], [0.20512, -7.21145, 2.13341], [0.96829, -2.21974, 5.02115], [-0.26432, -1.65863, 3.88567], [1.64697, -0.40697, 3.55780], [3.03505, -2.88640, 2.89257], [3.45712, -1.84291, 4.24563], [5.52931, -0.86066, 3.70811], [6.94686, 0.43595, 2.12816], [6.03292, 0.97226, -0.14105], [3.74617, 0.18673, -0.70359], [1.17188, -4.47009, 5.27736], [1.57229, 6.43819, -0.38980], [1.39445, 5.35503, 0.37465], [1.37583, 4.09293, -0.18934], [1.52947, 3.93848, -1.51514], [1.19995, 2.99862, 0.62776], [1.17623, 1.77712, 0.02946], [1.01347, 3.05928, 2.00434], [0.67659, 1.62914, 2.92366], [1.04523, 4.35169, 2.53351], [0.86915, 4.54038, 3.84268], [1.23082, 5.47433, 1.74476], [1.24537, 6.68986, 2.29822], [-4.19265, 0.58527, 3.32442], [-4.15802, -0.14392, 1.98547], [-4.11202, -1.65768, 2.18927], [-2.43007, 0.40941, 0.81076], [-2.72963, 2.52410, 0.39471], [-2.49133, 3.41089, 1.61502], [-4.07116, 2.84344, -0.25462], [-3.10410, -0.33015, -1.13575], [-4.61350, -0.49353, -1.29061], [-2.39363, -1.64475, -1.45194], [-5.02292, 0.21233, 3.93204], [-4.32521, 1.66096, 3.20764], [-3.27251, 0.42404, 3.89161], [-5.03976, 0.12417, 1.39914], [-3.21608, -1.95152, 2.74254], [-4.10363, -2.21041, 1.24867], [-4.98099, -1.99061, 2.76450], [-1.93059, 2.71563, -0.33267], [-3.34183, 3.36688, 2.29888], [-2.38614, 4.45560, 1.30470], [-1.60291, 3.12510, 2.17576], [-4.90410, 2.54311, 0.38686], [-4.19366, 2.34996, -1.21934], [-4.16364, 3.92186, -0.42019], [-2.76404, 0.44253, -1.83699], [-4.99555, -1.27658, -0.63351], [-4.85813, -0.79094, -2.31592], [-5.16366, 0.42099, -1.07021], [-2.62486, -2.41839, -0.71569], [-1.30657, -1.54206, -1.46716], [-2.69405, -2.02054, -2.43610], [1.07667, -0.39965, -1.72165], [0.65655, 0.67767, -2.69156], [-0.26762, -0.17445, -3.96066], [-1.15594, 0.56352, -4.72679], [-1.89745, -0.08379, -5.70452], [-1.75189, -1.45154, -5.89001], [-0.86920, -2.17914, -5.10136], [-0.11938, -1.54178, -4.12585], [2.12906, 1.05372, -3.62783], [3.13491, 0.10584, -3.73253], [4.26996, 0.41789, -4.46400], [4.38491, 1.66045, -5.07628], [3.37198, 2.60092, -4.95425], [2.23476, 2.30232, -4.21759], [-1.27509, 1.62733, -4.55617], [-2.59657, 0.47698, -6.31025], [-2.33889, -1.95659, -6.64573], [-0.77260, -3.24791, -5.23863], [0.55013, -2.09478, -3.47954], [3.02591, -0.85168, -3.23898], [5.06598, -0.30897, -4.55763], [5.27391, 1.89899, -5.64506], [3.47152, 3.57257, -5.41894], [1.44839, 3.03698, -4.09068]],
  "forces_ev_per_angstrom": [[0.0, 0.3, 0.6], [0.0, 0.0, 0.0], [0.0, 0.0, 0.0], [0.0, 0.0, 0.0], [0.0, 0.0, 0.0], [0.0, 0.0, 0.0], [0.1, -0.1, -0.1], [-0.1, 0.0, 0.0], [0.0, 0.0, 0.0], [0.0, 0.0, 0.0], [0.1, -0.1, 0.0], [0.0, 0.0, 0.0], [0.0, -0.1, 0.0], [0.0, 0.0, 0.0], [0.0, 0.0, 0.0], [0.0, 0.0, 0.0], [0.0, 0.0, 0.0], [0.0, 0.0, 0.0], [0.0, 0.0, 0.0], [0.0, 0.0, 0.0], [0.0, 0.0, 0.0], [0.0, 0.0, 0.0], [0.0, 0.0, 0.0], [0.0, 0.0, 0.0], [0.0, 0.0, 0.0], [0.0, 0.0, 0.0], [0.0, 0.0, 0.0], [0.0, 0.0, 0.0], [0.0, 0.0, 0.0], [0.0, 0.0, 0.0], [0.0, 0.0, 0.0], [0.0, 0.0, 0.0], [0.0, 0.0, 0.0], [0.0, 0.0, 0.0], [-0.1, 0.0, 0.1], [0.1, 0.1, -0.3], [0.0, -0.1, -0.1], [0.0, 0.0, 0.0], [0.0, 0.0, 0.0], [0.0, 0.0, 0.0], [0.0, 0.0, 0.0], [0.0, 0.0, 0.0], [0.0, 0.0, 0.0], [0.1, 0.0, 0.0], [0.0, 0.0, 0.0], [-0.1, 0.0, -0.3], [0.0, 0.0, 0.0], [0.0, 0.0, 0.0], [0.0, 0.0, 0.0], [-0.1, 0.0, 0.0], [0.0, 0.0, 0.0], [0.0, 0.0, 0.0], [0.0, 0.0, 0.0], [0.0, 0.0, 0.0], [0.0, 0.0, 0.0], [0.0, 0.0, 0.0], [0.0, 0.0, 0.0], [0.0, 0.0, 0.0], [0.0, 0.0, 0.0], [0.0, 0.0, 0.0], [0.0, 0.0, 0.0], [0.0, 0.0, 0.0], [0.0, 0.0, 0.0], [0.0, 0.0, 0.0], [0.0, 0.0, 0.0], [0.0, 0.0, 0.0], [0.0, 0.0, 0.0], [0.0, 0.0, 0.0], [0.0, 0.0, 0.0], [0.0, 0.0, 0.0], [0.0, 0.0, 0.0], [0.0, 0.0, 0.0], [0.0, 0.0, 0.0], [0.0, 0.0, -0.1], [0.0, 0.0, 0.0], [0.0, 0.0, 0.0], [0.0, 0.0, 0.0], [0.0, 0.0, 0.0], [0.0, 0.0, 0.0], [0.0, 0.0, 0.0], [0.0, 0.0, 0.0], [0.0, 0.0, 0.0], [0.0, 0.0, 0.0], [0.0, 0.0, 0.0], [0.0, 0.0, 0.0], [0.0, 0.0, 0.0], [0.0, 0.0, 0.0], [0.0, 0.0, 0.0], [0.0, 0.0, 0.0], [0.0, 0.0, 0.0], [0.0, 0.0, 0.0], [0.0, 0.0, 0.0], [0.0, 0.0, 0.0], [0.0, 0.0, 0.0], [0.0, 0.0, 0.0], [0.0, 0.0, 0.0], [0.0, 0.0, 0.0]],
  "mulliken_charge": [1.74, 0.03, -0.47, -0.27, -0.13, -0.02, -0.45, 0.11, 0.29, -1.05, 0.46, -0.65, 0.25, -0.85, -0.40, -0.94, -0.36, 0.17, -0.46, 0.38, 0.44, 0.16, -0.13, 0.42, 0.26, 0.41, 0.41, 0.45, 0.56, 0.40, -0.34, 0.36, -0.36, -0.10, -0.41, 0.28, 0.19, -0.41, 0.64, -0.38, 0.27, -0.32, -1.37, 0.30, -1.39, 0.49, 0.59, -1.31, -1.49, 0.57, -1.62, -0.94, 0.44, 0.30, 0.23, 0.40, 0.20, 0.27, 0.46, 0.13, 0.35, 0.41, 0.15, 0.27, 0.28, 0.47, 0.30, 0.31, 0.42, 0.33, 0.20, 0.05, 0.34, -0.80, 0.71, 0.31, -0.18, -0.76, -0.45, -0.79, -0.36, 0.44, -0.25, -0.89, -0.46, -0.75, -0.21, 0.48, 0.43, 0.42, 0.44, 0.35, 0.38, 0.44, 0.42, 0.42, 0.37],
  "de_lowest_kcal_mol": 3.1,
  "e_homo_ev": -7.148,
  "orbital_gap_ev": 6.96
}

Entry 2:
{
  "formula": "C40H42IrN9O4S4",
  "method": "ωB97M-V/def2-TZVPD",
  "symbols": ["Ir", "O", "S", "C", "C", "C", "C", "S", "O", "C", "C", "C", "C", "C", "C", "C", "C", "C", "C", "C", "C", "H", "H", "H", "H", "H", "H", "H", "H", "H", "H", "H", "H", "H", "H", "H", "H", "H", "H", "C", "C", "N", "C", "C", "S", "C", "C", "S", "C", "N", "C", "H", "H", "H", "H", "H", "H", "H", "H", "C", "N", "C", "C", "C", "O", "N", "C", "O", "H", "H", "H", "H", "H", "C", "C", "N", "C", "C", "N", "C", "N", "N", "N", "C", "C", "C", "C", "C", "C", "H", "H", "H", "H", "H", "H", "H", "H", "H", "H", "H"],
  "coordinates": [[-0.15106, -0.22483, -1.18776], [0.59964, 0.41617, 0.91504], [0.22194, -0.16753, 2.24474], [1.52214, -1.44163, 2.57654], [2.87584, -0.99693, 2.04784], [3.71234, -2.14793, 1.48504], [3.24904, -2.62583, 0.11794], [3.29744, -1.43813, -1.32776], [2.17954, -0.46773, -1.18286], [4.72254, -0.45823, -0.74666], [5.97774, -1.04353, -0.76236], [7.05974, -0.33503, -0.26586], [6.87924, 0.94957, 0.22574], [5.62314, 1.53517, 0.21144], [4.53964, 0.83647, -0.29476], [0.82304, 1.13257, 3.36944], [0.14544, 1.31937, 4.56354], [0.52024, 2.35337, 5.40564], [1.55994, 3.19657, 5.04914], [2.22184, 3.01267, 3.84594], [1.85384, 1.98097, 2.99934], [1.16374, -2.33993, 2.07354], [1.51624, -1.61543, 3.65034], [3.43714, -0.50263, 2.84214], [2.70824, -0.27153, 1.24944], [3.66174, -3.00333, 2.16634], [4.75784, -1.84173, 1.44064], [2.21664, -2.95953, 0.15684], [3.86744, -3.45273, -0.22706], [6.10564, -2.04083, -1.15386], [8.04004, -0.78483, -0.26636], [7.72464, 1.50227, 0.60444], [5.48614, 2.53727, 0.58864], [3.55584, 1.27927, -0.34676], [-0.66916, 0.66377, 4.83154], [-0.00956, 2.50547, 6.33334], [1.84874, 4.00317, 5.70424], [3.02634, 3.67627, 3.56594], [2.36184, 1.84667, 2.05884], [-0.40626, -2.29603, -4.42186], [-0.08976, -0.85703, -4.51816], [0.03764, -0.01903, -3.53166], [0.33444, 1.25107, -3.95526], [0.42634, 1.37377, -5.31386], [0.13434, -0.12883, -6.07336], [0.45364, 2.32687, -2.99286], [0.74464, 3.63397, -3.26866], [0.67674, 4.58057, -1.84526], [0.25154, 3.15987, -0.94346], [0.18834, 2.08447, -1.66776], [-0.02766, 3.28297, 0.50114], [-1.01546, -2.48843, -3.54306], [0.52034, -2.86343, -4.33066], [-0.92206, -2.63643, -5.31626], [0.64474, 2.24757, -5.89286], [0.97214, 4.09297, -4.21046], [-0.60676, 4.18147, 0.69704], [0.90724, 3.36897, 1.05294], [-0.55926, 2.40777, 0.85944], [1.06014, -5.85923, -2.33426], [0.46914, -4.81143, -1.52776], [-0.46526, -5.07753, -0.59296], [-1.04516, -4.10143, 0.15104], [-0.71036, -2.74673, -0.15926], [-1.18956, -1.71643, 0.38584], [0.18664, -2.52453, -1.13856], [0.88334, -3.49203, -1.75996], [1.84694, -3.26453, -2.47836], [0.89634, -6.82793, -1.86926], [2.12994, -5.67833, -2.43296], [0.61244, -5.85433, -3.33026], [-0.71896, -6.12033, -0.46066], [-1.76826, -4.31643, 0.91634], [-3.08956, 2.36957, -1.60456], [-3.34726, 0.91277, -1.54376], [-2.47176, -0.06653, -1.69696], [-3.18726, -1.23263, -1.66916], [-4.49956, -0.95503, -1.46356], [-4.59556, 0.40767, -1.38756], [-5.80676, 1.14517, -1.10336], [-5.66356, 1.92797, 0.08634], [-5.58506, 3.26667, 0.03654], [-5.37196, 3.73917, 1.17854], [-5.27996, 2.73287, 2.09164], [-5.03876, 2.72707, 3.46484], [-4.97566, 1.49877, 4.07724], [-5.14876, 0.30227, 3.36534], [-5.39666, 0.28447, 2.01024], [-5.46286, 1.51807, 1.38034], [-2.18096, 2.55547, -2.16376], [-2.97746, 2.79437, -0.60806], [-3.91876, 2.87877, -2.09246], [-2.73266, -2.19073, -1.81096], [-5.35226, -1.59603, -1.37536], [-6.62206, 0.42267, -0.98776], [-6.04896, 1.84047, -1.91696], [-4.91286, 3.65087, 4.00534], [-4.79466, 1.44227, 5.13904], [-5.08856, -0.63303, 3.89854], [-5.53466, -0.64243, 1.47494]],
  "forces_ev_per_angstrom": [[2.1, 1.7, -4.7], [-0.4, 0.0, -2.1], [0.5, -0.2, 2.1], [-0.3, 0.4, -0.3], [0.2, 0.1, 0.0], [-0.1, 0.2, 0.0], [0.2, 0.4, -0.2], [2.2, -0.8, 0.6], [-2.8, 1.8, 0.3], [-0.5, -0.1, -0.1], [-0.1, 0.0, 0.0], [-0.1, 0.0, -0.1], [0.0, 0.0, 0.0], [0.0, 0.0, -0.1], [-0.1, -0.1, 0.0], [-0.4, -0.4, -0.2], [0.0, -0.1, -0.1], [0.0, 0.0, 0.1], [-0.1, 0.0, 0.1], [0.0, 0.0, 0.0], [0.1, 0.0, 0.0], [-0.1, 0.0, 0.0], [-0.1, 0.0, 0.1], [-0.1, 0.0, -0.1], [0.1, 0.0, 0.1], [0.1, 0.0, -0.1], [0.0, 0.0, 0.0], [0.0, 0.0, -0.1], [0.0, -0.1, -0.1], [0.1, -0.2, 0.0], [0.1, 0.0, 0.0], [0.1, 0.0, 0.1], [0.0, 0.1, 0.0], [-0.1, 0.0, 0.1], [-0.1, -0.1, 0.0], [0.0, 0.0, 0.1], [0.0, 0.1, 0.1], [0.1, 0.0, 0.0], [0.1, -0.1, -0.2], [0.1, -0.3, 0.0], [-0.2, -0.3, -0.8], [-0.2, -0.3, 2.4], [0.1, 0.4, -0.9], [0.0, -0.3, 0.5], [0.0, 0.0, 1.0], [0.3, 0.8, -0.5], [-0.1, -0.4, 0.3], [-0.2, -1.0, 0.1], [0.1, 1.0, 0.2], [-0.5, -2.1, 0.5], [-0.1, 0.0, 0.2], [-0.1, 0.0, 0.0], [0.0, 0.0, 0.0], [-0.1, 0.0, 0.0], [0.0, 0.2, -0.1], [0.1, 0.0, -0.2], [-0.1, 0.1, 0.0], [0.0, 0.0, 0.1], [0.0, 0.0, 0.0], [0.4, -0.2, -0.4], [0.0, 0.5, 0.1], [-0.4, 0.2, 0.5], [0.0, -0.2, 0.0], [-0.4, 0.0, 0.7], [-0.1, -1.1, 0.4], [-1.3, 2.0, 0.4], [0.5, -0.5, -0.5], [-0.4, -0.3, -0.4], [-0.1, 0.1, 0.1], [-0.1, -0.1, 0.0], [0.1, -0.1, 0.0], [0.0, 0.0, 0.0], [-0.1, -0.1, 0.1], [0.1, 0.0, 0.1], [-0.2, 0.8, 0.1], [1.9, -0.2, 0.9], [-0.5, -0.5, 0.1], [0.4, -0.4, -0.2], [0.8, -0.2, -0.2], [-0.4, 0.6, 0.0], [0.0, -0.7, 0.8], [-0.2, 0.5, -1.4], [0.2, 1.3, 0.6], [-0.1, -1.6, -0.5], [0.0, 0.1, -0.2], [0.0, 0.0, 0.2], [0.0, -0.1, -0.1], [0.0, -0.3, 0.0], [0.1, 0.7, 0.4], [0.0, 0.0, -0.1], [0.0, 0.1, 0.1], [0.0, 0.1, 0.0], [0.1, -0.2, 0.1], [-0.2, -0.1, 0.0], [0.2, 0.1, -0.1], [0.0, -0.2, 0.2], [0.0, 0.1, 0.1], [0.0, 0.0, 0.1], [0.0, -0.1, 0.1], [0.0, -0.1, 0.0]],
  "mulliken_charge": [6.71, -1.70, 0.17, -0.76, 0.45, -1.54, -0.17, 0.28, -1.08, 0.32, -0.43, -0.71, -0.56, -0.76, -0.14, 0.86, -0.82, -0.71, -0.60, -0.87, -0.40, 0.49, 0.57, 0.56, -0.58, 0.48, 0.38, -0.05, 0.69, 0.46, 0.44, 0.42, 0.48, 0.27, 0.53, 0.46, 0.42, 0.51, 0.64, -0.84, 0.15, 0.27, -0.05, -0.79, -0.16, -0.49, -0.76, -0.17, 0.15, 0.31, -1.23, -0.14, 0.23, 0.64, 0.48, 0.49, 0.65, 0.47, -0.13, -1.00, 0.25, -0.19, -1.46, 0.69, -0.73, 0.50, -0.88, -0.74, 0.38, 0.31, 0.31, 0.48, 0.60, -1.20, 0.59, -0.04, -0.51, -0.97, 0.21, -1.24, 0.84, -0.61, -0.55, 0.32, -0.89, -0.50, -0.71, -0.62, 1.16, 0.17, 0.06, 0.54, 0.55, 0.52, 0.46, 0.31, 0.49, 0.46, 0.43, 0.43],
  "de_lowest_kcal_mol": 41.4,
  "charge": 2,
  "e_homo_ev": [-13.072, -13.072],
  "orbital_gap_ev": [6.70, 6.70]
}